[1]
{"formula": "C3H6N4", "method": "wB97M-V/def2-TZVPD", "symbols": ["C", "C", "C", "N", "N", "N", "N", "H", "H", "H", "H", "H", "H"], "xyz": [[-1.62951, -0.53054, -0.47425], [0.19474, -1.28577, 0.59021], [0.21851, 0.81217, -0.04851], [-0.92830, -1.50415, -0.01495], [-1.02630, 0.72870, -0.49911], [1.31740, -1.97244, 0.41075], [0.69960, 2.02620, 0.23811], [-2.64344, -0.63798, -0.81050], [-1.60689, 1.52819, -0.74508], [2.09270, -1.78021, 1.02324], [1.56020, -2.36950, -0.49151], [0.11838, 2.86156, 0.22919], [1.63292, 2.12379, 0.59242]], "atomic_forces_ev_per_a": [[0.20, -0.26, -0.28], [0.47, 1.52, 0.97], [0.56, -0.95, -0.02], [-0.81, -0.25, -0.49], [-0.36, 0.20, 0.10], [0.42, -0.41, -0.42], [-0.43, 0.34, 0.01], [-0.14, 0.06, -0.06], [0.12, -0.10, 0.09], [-0.17, -0.07, -0.06], [-0.03, 0.04, 0.12], [0.20, -0.10, 0.19], [-0.03, -0.02, -0.14]], "lumo_ev": 0.90, "total_energy_ha": -336.83350, "gap_ev": 7.3, "homo_energy_ev": -6.45}


[2]
{"formula": "C10H21N3O3S2", "method": "wB97M-V/def2-TZVPD", "symbols": ["C", "O", "C", "C", "C", "N", "C", "S", "N", "C", "C", "N", "S", "C", "O", "O", "C", "C", "H", "H", "H", "H", "H", "H", "H", "H", "H", "H", "H", "H", "H", "H", "H", "H", "H", "H", "H", "H", "H"], "xyz": [[-1.92945, -1.97120, 1.39317], [-2.44447, -1.52944, 0.16587], [-3.68854, -0.87001, 0.31063], [-4.12726, -0.33074, -1.04711], [-3.42167, 0.98266, -1.39431], [-1.98656, 0.85824, -1.36275], [-1.21356, 1.32730, -0.36074], [-1.81960, 2.39957, 0.75529], [0.08501, 0.93481, -0.30421], [1.08324, 1.77338, 0.32884], [1.98432, 0.95280, 1.24745], [2.56878, -0.17000, 0.54166], [3.91376, 0.20048, -0.39953], [5.23457, -0.29279, 0.72992], [4.01907, 1.61264, -0.62851], [3.93255, -0.67568, -1.53400], [1.56601, -0.98697, -0.09989], [0.65618, -0.17558, -1.03378], [-2.64649, -2.61822, 1.91377], [-1.02906, -2.54201, 1.17202], [-1.68396, -1.12422, 2.04615], [-3.59563, -0.04689, 1.03307], [-4.43362, -1.58328, 0.69658], [-3.90578, -1.08808, -1.80194], [-5.20280, -0.15580, -1.03554], [-3.69394, 1.75699, -0.67304], [-3.72110, 1.30933, -2.39541], [-1.60828, 0.14914, -1.97116], [0.56957, 2.55171, 0.89556], [1.71062, 2.23414, -0.44474], [2.79554, 1.57994, 1.61459], [1.41392, 0.55886, 2.09397], [6.18280, -0.09576, 0.24633], [5.11441, -1.34861, 0.92829], [5.13852, 0.29154, 1.63450], [2.08643, -1.75229, -0.67465], [0.96632, -1.45513, 0.68583], [-0.12573, -0.84636, -1.39132], [1.25590, 0.18553, -1.88089]], "atomic_forces_ev_per_a": [[0.00, 0.00, 0.14], [0.01, 0.00, -0.26], [-0.30, 0.00, -0.04], [0.40, 0.13, 0.31], [-0.55, -0.08, -0.10], [0.52, -0.26, -0.12], [-0.03, 0.08, -0.17], [-0.38, 0.58, 0.64], [-0.14, -0.18, -0.12], [0.27, 0.27, 0.40], [-0.17, 0.60, 0.08], [0.88, 0.04, -0.54], [0.58, -0.37, 0.69], [-0.61, 0.25, -0.60], [-0.02, 0.10, 0.26], [-0.10, -0.28, 0.06], [-0.27, -0.36, -0.56], [0.09, -0.28, -0.07], [0.04, -0.02, 0.01], [0.01, -0.03, 0.10], [0.02, -0.02, 0.00], [0.00, -0.06, -0.03], [0.08, 0.05, -0.01], [-0.12, -0.08, -0.04], [-0.06, -0.03, -0.06], [0.03, -0.10, -0.24], [0.01, 0.05, 0.09], [0.07, 0.09, 0.07], [0.14, -0.15, -0.13], [-0.12, -0.02, 0.06], [-0.13, 0.08, 0.16], [0.05, 0.03, -0.03], [0.11, 0.09, -0.14], [-0.04, -0.17, 0.05], [-0.02, 0.11, 0.19], [-0.24, -0.09, 0.04], [0.05, 0.03, -0.04], [0.05, 0.04, -0.01], [-0.10, -0.07, -0.02]], "lumo_ev": 0.59, "total_energy_ha": -1579.98083, "smiles": "COCCCNC(=S)N1CCN(S(C)(=O)=O)CC1", "gap_ev": 8.5, "homo_energy_ev": -7.95}


[3]
{"formula": "CH11NO4", "method": "wB97M-V/def2-TZVPD", "symbols": ["N", "C", "O", "H", "H", "H", "H", "H", "O", "H", "H", "O", "H", "H", "O", "H", "H"], "xyz": [[-1.21839, 1.94658, 0.43163], [0.02742, 1.66183, -0.38017], [0.78593, 0.90904, 0.50449], [-1.59371, 1.07774, 0.88851], [-1.05541, 2.59619, 1.18200], [-0.21567, 1.07185, -1.27318], [0.53304, 2.49586, -0.76453], [0.73377, 1.24667, 1.39334], [-0.02828, -0.60319, 2.36865], [0.31772, -1.67012, 2.42110], [-0.63283, -0.65035, 1.77274], [0.57020, -1.53354, -2.63082], [1.51793, -1.79246, -2.66808], [0.54729, -0.61311, -2.08445], [-0.06784, -2.40151, 0.01607], [0.20086, -2.36445, -1.05546], [-0.42203, -1.37704, -0.12185]], "atomic_forces_ev_per_a": [[-0.53, -0.43, -1.52], [-2.72, -1.19, 2.89], [2.17, -1.15, -1.72], [0.75, 1.15, -0.97], [0.28, 0.34, 0.01], [-0.24, -0.25, 0.34], [0.39, 1.81, -0.06], [-0.11, 0.13, 0.34], [7.36, -4.49, 7.07], [-1.47, 4.73, -0.32], [-5.99, -0.54, -6.02], [0.53, 2.81, 1.90], [-0.76, 0.49, 0.07], [0.45, -3.23, -2.07], [-0.57, 4.49, -4.87], [-0.74, -0.92, 3.62], [1.21, -3.74, 1.31]], "lumo_ev": 0.32, "total_energy_ha": -400.29692, "smiles": "NCO.O.O.O", "gap_ev": 9.9, "homo_energy_ev": -9.61}


[4]
{"formula": "C3H7IN", "method": "wB97M-V/def2-TZVPD", "symbols": ["C", "C", "C", "N", "I", "H", "H", "H", "H", "H", "H", "H"], "xyz": [[-0.73802, -1.06130, -0.38694], [-1.77589, -0.38194, 0.46706], [0.96479, 0.79428, 0.16359], [-0.14170, 0.25638, -0.59841], [-3.65491, 0.02216, -0.02936], [-0.24251, -1.96846, -0.03777], [-1.03376, -1.34452, -1.32151], [-1.43765, 0.03287, 1.47223], [1.12081, 0.06107, 1.09571], [1.79700, 0.77204, -0.62954], [0.86827, 1.78926, 0.50595], [-0.46722, 0.79344, -1.35475]], "atomic_forces_ev_per_a": [[-0.31, 0.99, 1.40], [2.62, 0.67, 0.41], [1.83, -3.02, 0.09], [-1.04, -0.92, 2.77], [-0.47, 0.11, -0.28], [0.85, 0.80, 0.69], [-1.68, -0.86, -2.38], [-0.40, -0.84, -1.41], [0.15, 1.74, -2.23], [-0.46, -0.07, 1.80], [-0.55, 1.03, 0.30], [-0.55, 0.40, -1.16]], "lumo_ev": [-5.64, -5.64], "total_charge": 1, "total_energy_ha": -470.58810, "gap_ev": [8.5, 8.5], "homo_energy_ev": [-14.09, -14.09]}


[5]
{"formula": "C3H5O3S", "method": "wB97M-V/def2-TZVPD", "symbols": ["C", "C", "C", "O", "O", "O", "S", "H", "H", "H", "H", "H"], "xyz": [[2.89856, 0.21406, -0.25743], [-1.44090, 0.45515, -0.85515], [-0.31163, 0.13777, 0.21918], [2.91315, 1.10672, -0.95648], [2.97721, -0.71440, 0.44095], [-0.66587, 0.64252, 1.46483], [-0.35694, -1.99637, 0.41735], [-1.17197, 1.49946, -1.10472], [-1.54846, -0.28931, -1.75748], [-2.41541, 0.38083, -0.40540], [-1.58922, 0.66697, 1.53026], [0.71149, -2.10340, 1.26409]], "atomic_forces_ev_per_a": [[-0.48, -2.78, 2.06], [1.36, -1.45, -0.06], [0.76, -1.05, -1.20], [0.13, 2.44, -1.86], [0.17, 0.33, -0.15], [2.02, 0.21, -0.51], [0.05, 0.67, 0.21], [-0.63, -0.54, -0.45], [0.91, 1.62, 1.52], [-1.02, 0.36, 0.53], [-2.73, -0.05, 0.42], [-0.55, 0.24, -0.49]], "lumo_ev": 3.59, "total_charge": -1, "total_energy_ha": -741.19119, "gap_ev": 5.5, "homo_energy_ev": -1.96}


[6]
{"formula": "C24H28N2O4", "method": "wB97M-V/def2-TZVPD", "symbols": ["C", "C", "C", "C", "O", "C", "C", "C", "C", "C", "C", "H", "H", "C", "O", "N", "C", "C", "C", "C", "C", "C", "C", "C", "C", "C", "H", "H", "H", "H", "H", "H", "H", "H", "C", "O", "N", "H", "C", "C", "O", "H", "H", "H", "H", "H", "H", "H", "H", "H", "H", "H", "H", "H", "H", "H", "H", "H"], "xyz": [[-2.10910, 9.98437, -2.81784], [-1.57797, 8.68417, -2.07021], [0.01981, 8.45956, -2.29390], [0.42799, 7.35716, -1.56426], [-0.28061, 6.18737, -2.26226], [0.05076, 5.11450, -1.52210], [0.84095, 4.96453, -0.34743], [1.24840, 3.55026, -0.10111], [0.60751, 2.49269, -0.65403], [-0.32003, 2.63586, -1.66174], [-0.28528, 4.01476, -2.09080], [-0.99703, 4.20396, -3.08969], [-0.90102, 1.79407, -2.29992], [0.91584, 1.11632, 0.07375], [1.85123, 0.84454, 0.52661], [-0.20339, 0.29217, -0.09382], [-0.20152, -1.15793, 0.21665], [-1.16244, -1.90036, 0.34228], [-0.88402, -3.46086, 0.59699], [-2.04785, -4.08916, 0.86121], [-2.03019, -5.53473, 0.97626], [-0.79672, -6.13421, 1.35132], [-0.79900, -7.61005, 1.60677], [-2.09568, -8.17481, 1.87854], [-3.07531, -7.62337, 1.38724], [-3.23813, -6.31042, 1.27777], [-4.36696, -5.69436, 1.11838], [-4.07796, -8.10768, 1.73560], [-2.18932, -9.22679, 2.04647], [-0.02853, -8.19790, 1.69987], [0.21272, -5.83119, 1.04115], [-3.05607, -3.72099, 0.48491], [0.02977, -3.77012, 0.76979], [-2.20361, -1.54444, 0.03715], [1.31198, -1.60719, 0.36219], [2.29234, -1.89755, -0.47677], [1.74915, -1.96559, 1.50663], [1.00605, -1.65787, 2.65160], [3.02406, -2.46280, 2.01158], [2.99922, -3.88006, 2.10918], [2.15793, -4.56839, 1.02303], [2.61286, -3.83764, 0.30783], [3.85595, -4.33528, 2.13245], [2.13380, -4.30050, 2.84638], [3.41160, -2.02128, 2.87194], [3.61642, -2.33440, 1.21860], [-1.15306, 0.41731, -0.53455], [1.71181, 3.26353, 0.88539], [1.61787, 5.61361, -0.05506], [0.25231, 7.65654, -0.45397], [1.60571, 7.32067, -1.66537], [0.17114, 8.41587, -3.42128], [0.56065, 9.30004, -2.04965], [-2.20106, 7.88306, -2.29595], [-1.84279, 8.92370, -0.91527], [-1.88700, 9.85759, -3.74491], [-1.61906, 10.93364, -2.71392], [-3.15672, 10.24254, -2.70245]], "atomic_forces_ev_per_a": [[-0.52, -0.36, 4.74], [1.09, 4.67, 2.83], [-5.11, 2.34, -4.10], [2.79, -1.98, 0.81], [2.30, 3.02, 3.74], [2.58, 1.95, 2.58], [1.61, -3.81, -1.57], [-1.31, 3.36, 2.53], [-0.35, -3.27, 1.19], [0.33, 1.52, -2.24], [-6.94, -7.08, -6.20], [2.03, -0.46, 2.46], [1.66, 2.23, 1.79], [-14.90, 5.64, -9.17], [13.83, -4.05, 7.39], [-2.70, -3.84, -0.05], [9.92, 7.52, -0.94], [-5.79, -7.17, -0.24], [-7.81, 5.69, -0.19], [-0.19, -0.79, -2.95], [-0.97, -1.29, 3.95], [0.44, -5.41, -1.79], [-6.19, 6.06, 0.70], [11.12, -5.08, 0.61], [-12.92, 1.80, 0.86], [-0.56, 6.87, -3.77], [3.54, -2.19, 0.48], [1.32, 0.31, -1.41], [0.42, -0.60, 0.67], [4.58, -2.55, 0.63], [-0.65, 0.78, 0.47], [1.39, 0.23, 1.05], [4.42, -1.60, 0.63], [1.33, -0.73, 0.93], [3.34, -1.98, -3.45], [-4.18, 1.43, -0.20], [-4.02, 1.53, 10.94], [2.38, -1.18, -4.73], [-2.41, 0.58, -1.40], [-10.25, -3.82, 2.15], [4.41, 4.93, -3.04], [-2.65, -3.36, 1.06], [4.93, -2.49, 0.63], [2.99, 1.30, 0.08], [0.21, 1.17, 1.38], [3.08, 1.47, -2.90], [2.04, 1.30, 0.62], [0.35, 0.89, -1.36], [-0.03, 1.41, 0.91], [-0.33, -1.79, -1.53], [-2.17, -0.91, 0.16], [-0.12, -0.53, 1.21], [0.93, 2.21, 1.02], [-0.61, -1.60, -0.78], [1.09, -0.84, -2.24], [0.64, -1.25, -6.44], [0.83, 0.40, 1.36], [-0.25, -0.58, 0.11]], "lumo_ev": 0.38, "total_energy_ha": -1341.19574, "gap_ev": 8.4, "homo_energy_ev": -8.04}


[7]
{"formula": "C29H24LiN3O2S", "method": "wB97M-V/def2-TZVPD", "symbols": ["Li", "C", "O", "C", "N", "C", "C", "C", "C", "C", "C", "C", "C", "C", "C", "C", "C", "N", "C", "N", "C", "C", "O", "C", "C", "C", "C", "C", "C", "H", "H", "H", "H", "H", "H", "H", "H", "H", "H", "H", "H", "H", "H", "H", "H", "H", "H", "H", "S", "C", "C", "C", "C", "C", "C", "H", "H", "H", "H", "H"], "xyz": [[0.19825, 0.78003, -0.50894], [4.59798, -0.37003, 0.73603], [3.66226, -0.22330, 1.83156], [2.46182, -0.09237, 1.24316], [2.35016, -0.25459, -0.01166], [3.69546, -0.64200, -0.48295], [4.17561, 0.05801, -1.72803], [3.50197, 1.12592, -2.29762], [4.01372, 1.74482, -3.43210], [5.19661, 1.30407, -4.00139], [5.87976, 0.23789, -3.42926], [5.36975, -0.38007, -2.30048], [1.32324, 0.22701, 2.13066], [1.42056, 0.45344, 3.49552], [0.25746, 0.78861, 4.17527], [-0.94335, 0.89720, 3.48671], [-0.92280, 0.64948, 2.12309], [0.18041, 0.31300, 1.47851], [-2.08361, 0.78569, 1.21279], [-1.99146, 0.62911, -0.04508], [-3.36694, 0.76925, -0.56919], [-4.15230, 1.31771, 0.64102], [-3.25960, 1.10268, 1.76493], [-3.52298, 1.63669, -1.79164], [-2.54731, 2.53186, -2.20002], [-2.77561, 3.35592, -3.29515], [-3.97650, 3.29166, -3.98346], [-4.95450, 2.39228, -3.58064], [-4.72579, 1.56759, -2.49156], [5.27976, -1.18066, 0.98008], [5.14835, 0.56591, 0.63377], [3.65057, -1.71668, -0.69219], [2.59745, 1.51452, -1.84822], [3.48007, 2.58391, -3.85851], [5.59043, 1.78936, -4.88496], [6.80666, -0.11254, -3.86406], [5.90188, -1.21936, -1.86500], [2.37378, 0.38034, 3.99755], [0.28940, 0.97833, 5.23962], [-1.86188, 1.18038, 3.97939], [-3.71798, -0.23688, -0.82142], [-5.07680, 0.78491, 0.84878], [-4.33900, 2.38872, 0.55640], [-1.60645, 2.59959, -1.67208], [-2.00647, 4.05392, -3.59384], [-4.15276, 3.93794, -4.83354], [-5.89188, 2.32981, -4.11773], [-5.48824, 0.85860, -2.18643], [0.97859, 2.95246, -0.51042], [-0.36488, 4.06985, -0.27130], [-0.68042, 5.04010, -1.22521], [-1.77545, 5.87581, -1.07034], [-2.59300, 5.77686, 0.04640], [-2.27868, 4.83921, 1.02263], [-1.18012, 4.00990, 0.86599], [-0.05594, 5.11718, -2.10723], [-1.99696, 6.61013, -1.83562], [-3.44920, 6.42807, 0.16226], [-2.88611, 4.76232, 1.91760], [-0.92779, 3.30035, 1.64255]], "atomic_forces_ev_per_a": [[-0.05, -0.18, 0.07], [0.01, 0.03, 0.05], [0.05, -0.05, -0.04], [-0.11, 0.01, 0.04], [0.24, 0.09, 0.14], [-0.15, -0.06, -0.04], [0.07, -0.09, -0.05], [0.02, 0.11, 0.07], [-0.01, 0.00, 0.01], [0.02, 0.00, -0.02], [-0.01, 0.02, 0.00], [-0.04, -0.03, -0.04], [0.09, -0.01, -0.04], [-0.04, 0.00, 0.01], [0.01, -0.01, 0.00], [0.01, 0.00, 0.00], [-0.06, 0.00, -0.10], [-0.10, 0.03, -0.12], [0.24, 0.04, 0.11], [-0.25, 0.08, -0.03], [0.05, -0.04, 0.01], [-0.04, 0.02, 0.05], [-0.08, -0.06, -0.05], [-0.02, -0.04, -0.01], [0.00, -0.03, -0.04], [-0.06, -0.08, 0.01], [0.04, 0.03, -0.03], [-0.01, -0.03, 0.02], [-0.01, 0.00, -0.04], [0.00, 0.01, -0.01], [-0.01, 0.00, -0.01], [0.04, 0.01, 0.01], [0.00, -0.05, -0.04], [-0.01, 0.01, -0.01], [0.00, 0.00, 0.00], [0.01, 0.00, -0.01], [-0.01, -0.02, 0.01], [0.01, 0.00, 0.00], [0.00, 0.00, 0.00], [-0.01, 0.00, 0.00], [0.02, 0.00, 0.02], [-0.02, 0.04, -0.04], [0.04, 0.00, 0.00], [-0.03, -0.06, 0.01], [0.01, 0.02, -0.04], [0.00, 0.00, -0.01], [-0.01, 0.00, 0.00], [0.00, -0.01, 0.01], [0.00, 0.24, -0.01], [0.03, -0.06, 0.12], [0.07, 0.08, -0.03], [0.01, 0.05, 0.00], [0.00, -0.02, 0.03], [-0.03, 0.06, -0.05], [0.06, -0.06, 0.01], [0.00, 0.01, 0.00], [0.00, 0.01, -0.01], [-0.01, 0.01, 0.00], [0.00, -0.01, 0.00], [0.02, -0.03, 0.06]], "lumo_ev": -0.22, "total_energy_ha": -1840.04986, "gap_ev": 6.5, "homo_energy_ev": -6.74}


[8]
{"formula": "C6H10O", "method": "wB97M-V/def2-TZVPD", "symbols": ["C", "C", "C", "C", "C", "O", "C", "H", "H", "H", "H", "H", "H", "H", "H", "H", "H"], "xyz": [[-2.69291, 0.12847, -0.93746], [-1.22555, -0.14283, -0.94878], [-0.46081, 0.28436, 0.13264], [0.85783, 0.12273, 0.44744], [1.49951, 0.26380, 1.83838], [2.81051, 0.15571, 1.75689], [-0.56868, -0.74195, -2.12816], [-3.17905, 0.21650, -1.90929], [-2.84357, 1.05341, -0.36914], [-3.31314, -0.55787, -0.32851], [-1.09846, 0.54614, 0.99290], [1.67702, -0.11222, -0.23423], [0.97992, -0.51432, 2.46082], [1.16281, 1.23372, 2.26120], [0.47386, -0.49522, -2.28893], [-0.63589, -1.83821, -2.17585], [-1.14761, -0.50126, -3.02863]], "atomic_forces_ev_per_a": [[-0.66, 0.19, 0.89], [1.59, 0.55, 0.47], [-2.87, -0.60, 0.42], [1.40, -0.04, 1.37], [1.35, -0.40, -2.25], [-0.42, 0.08, 0.80], [-0.78, -0.62, -1.29], [0.33, -0.09, -0.04], [0.02, 0.12, -0.35], [0.59, -0.29, -0.38], [0.33, 0.37, -0.24], [-0.40, -0.09, -0.34], [-0.32, -0.02, 0.01], [-0.52, 0.23, 0.03], [0.10, 0.21, 0.27], [0.01, 0.03, 0.59], [0.23, 0.37, 0.03]], "lumo_ev": -1.92, "total_energy_ha": -309.68324, "gap_ev": 5.1, "homo_energy_ev": -7.04}